# 1
The following is a quantum chemistry calculation of 3 unconnected molecules or ions with the total composition C5H12O2 in a non-equilibrium geometry, from the OMol25 dataset.

As for the relative energy (zero: lowest compared OMol25 entry of this formula, charge and spin): 88.2 kcal per mole. As for the SMILES: C=CC(=C)C.O.O. The value obtained for the frontier orbital gap is 9.55 eV. Its spin multiplicity is 1.

Last column: Löwdin charge in e.
Atoms and positions in Å:
O 1.548 1.704 2.267  -0.11
O -3.442 0.054 1.777  -0.09
C 0.478 -0.095 -0.669  -0.36
C -0.995 0.208 -0.374  -0.07
C 0.658 -0.548 -2.058  -0.15
C 1.260 -1.750 -2.215  0.02
C 1.361 -0.170 0.336  0.04
H 0.476 0.074 -2.907  0.09
H -1.095 1.180 -0.039  0.05
H -3.029 0.555 1.056  0.00
H 1.608 2.626 2.518  0.03
H 1.159 -2.311 -1.336  0.03
H 2.288 -0.444 0.240  0.00
H 1.663 -2.316 -3.119  0.08
H 2.500 1.406 2.451  0.09
H 0.900 -0.135 1.496  0.14
H -1.384 -0.394 0.445  0.07
H -1.607 0.092 -1.248  0.07
H -4.349 0.264 1.379  0.08


# 2
The following is a quantum chemistry calculation of a molecular structure, C5H12O2 in a non-equilibrium geometry, from the OMol25 dataset.

As for the relative energy (zero: lowest compared OMol25 entry of this formula, charge and spin): 61.1 kcal per mole. The value obtained for the frontier orbital gap is 9.79 eV. Its spin multiplicity is 1.

Last column: Löwdin charge in e.
Atoms and positions in Å:
O -2.502 0.837 0.750  -0.14
O -0.235 0.182 1.427  -0.15
C -2.389 0.025 -0.345  -0.29
C 2.370 -0.525 0.741  -0.10
C -0.967 0.282 -1.190  -0.12
C 1.579 0.164 -0.373  -0.24
C 0.138 -0.266 -0.335  -0.14
H -1.588 0.570 1.294  0.05
H 2.247 -1.612 0.665  0.08
H 0.107 1.079 1.630  0.08
H 2.004 -0.234 1.727  0.06
H -1.214 -0.328 -2.066  0.11
H 0.046 -1.360 -0.288  0.14
H -2.304 -1.042 -0.056  0.11
H 3.435 -0.296 0.667  0.07
H -3.200 0.123 -1.091  0.11
H -0.789 1.328 -1.493  0.12
H 1.627 1.258 -0.306  0.12
H 2.026 -0.101 -1.342  0.12


# 3
The following is a quantum chemistry calculation of 2 unconnected molecules or ions with the total composition C5H12O2, from the OMol25 dataset.

As for the relative energy (zero: lowest compared OMol25 entry of this formula, charge and spin): 39.2 kcal per mole. As for the SMILES: C=C(C)COC.O. The value obtained for the frontier orbital gap is 10.34 eV. Its spin multiplicity is 1.

Last column: Löwdin charge in e.
Atoms and positions in Å:
O -1.363 0.256 0.306  -0.22
O 0.155 -1.578 2.076  -0.07
C -2.674 0.231 -0.214  -0.10
C 1.245 0.906 1.018  0.05
C 1.012 0.327 -0.160  -0.37
C 2.111 -0.189 -1.049  -0.06
C -0.388 0.185 -0.710  -0.21
H 2.243 0.951 1.447  0.08
H 0.744 -1.353 1.343  0.00
H 1.911 -1.205 -1.417  0.08
H -2.850 1.087 -0.883  0.09
H 2.205 0.462 -1.926  0.08
H 3.071 -0.198 -0.524  0.08
H -3.366 0.289 0.628  0.09
H -0.564 -0.953 1.906  0.02
H -0.492 -0.771 -1.255  0.13
H -0.554 0.991 -1.444  0.14
H -2.874 -0.694 -0.777  0.09
H 0.426 1.258 1.635  0.08


# 4
The following is a quantum chemistry calculation of 2 unconnected molecules or ions with the total composition C5H12O2 in a non-equilibrium geometry, from the OMol25 dataset.

As for the relative energy (zero: lowest compared OMol25 entry of this formula, charge and spin): 84.8 kcal per mole. As for the SMILES: CC/C=C/CO.O. The value obtained for the frontier orbital gap is 9.65 eV. Its spin multiplicity is 1.

Last column: Löwdin charge in e.
Atoms and positions in Å:
O 0.011 5.406 1.848  -0.16
O 1.845 1.496 -1.467  -0.03
C 0.550 -0.350 -1.067  -0.11
C -1.215 -3.035 0.758  -0.11
C -0.488 -0.856 -0.385  -0.12
C 1.366 0.650 -0.431  -0.28
C -1.348 -2.174 -0.637  -0.19
H -0.685 -2.838 -1.307  0.11
H -2.174 -3.080 1.271  0.06
H 0.026 4.999 0.892  0.08
H -0.954 -4.059 0.659  0.04
H 0.770 6.122 1.862  0.08
H 0.815 -0.774 -2.047  0.13
H 0.923 1.211 0.459  0.14
H -0.372 -2.498 1.201  0.06
H -1.093 -0.376 0.297  0.08
H 2.280 2.216 -1.194  0.01
H -2.478 -2.167 -0.755  0.11
H 2.222 0.107 0.043  0.13


Number 1: E_HOMO -8.85 eV. Number 2: E_HOMO -9.05 eV. Number 3: E_HOMO -9.53 eV. Number 4: E_HOMO -9.20 eV.